{
  "formula": "C31H22N7O4PtSe",
  "method": "ωB97M-V with the def2-TZVPD basis set",
  "homo_ha": -0.3744,
  "homo_lumo_gap_ha": 0.25159,
  "relative_energy_kj_mol": 0.0,
  "total_charge": 1,
  "e_tot_ev": -119715.3412,
  "elements": ["Pt", "C", "O", "C", "C", "C", "C", "C", "C", "C", "N", "C", "C", "N", "C", "C", "C", "C", "N", "C", "C", "N", "C", "C", "C", "C", "H", "H", "H", "H", "H", "H", "H", "H", "H", "H", "H", "H", "H", "H", "O", "C", "Se", "N", "C", "C", "C", "C", "C", "C", "N", "H", "H", "H", "H", "O", "C", "C", "C", "C", "O", "N", "H", "H", "H", "H"],
  "xyz": [[-0.177, -2.411, -1.592], [0.533, 6.707, 8.536], [-0.449, 5.706, 8.309], [-0.353, 4.968, 7.184], [0.657, 5.107, 6.237], [0.652, 4.290, 5.115], [-0.339, 3.338, 4.920], [-1.348, 3.212, 5.880], [-1.356, 4.013, 6.997], [-0.365, 2.457, 3.751], [-1.317, 1.593, 3.476], [-0.924, 0.986, 2.316], [0.278, 1.484, 1.873], [0.628, 2.433, 2.804], [0.921, 1.034, 0.682], [2.099, 1.562, 0.125], [2.576, 1.043, -1.046], [1.903, -0.023, -1.659], [0.806, -0.548, -1.144], [0.298, -0.020, 0.002], [-0.951, -0.570, 0.476], [-1.483, -1.596, -0.244], [-2.670, -2.074, 0.086], [-3.383, -1.585, 1.187], [-2.842, -0.593, 1.959], [-1.594, -0.055, 1.598], [0.257, 7.189, 9.468], [0.534, 7.445, 7.731], [1.527, 6.266, 8.635], [1.442, 5.836, 6.361], [1.446, 4.428, 4.390], [-2.122, 2.472, 5.732], [-2.128, 3.921, 7.749], [1.469, 2.981, 2.823], [2.615, 2.380, 0.610], [3.466, 1.438, -1.514], [2.257, -0.457, -2.581], [-3.051, -2.879, -0.523], [-4.345, -2.020, 1.420], [-3.347, -0.206, 2.833], [-1.882, -4.734, -1.079], [-0.923, -4.230, -1.532], [-1.545, 0.541, -3.691], [-1.483, -1.236, -3.712], [-1.170, -1.584, -4.943], [-1.043, -2.943, -5.395], [-0.704, -3.167, -6.683], [-0.467, -2.084, -7.609], [-0.595, -0.794, -7.239], [-0.954, -0.498, -5.878], [-1.107, 0.717, -5.396], [-1.252, -3.753, -4.708], [-0.626, -4.184, -7.047], [-0.193, -2.327, -8.628], [-0.444, 0.023, -7.931], [0.008, -5.252, -2.200], [0.987, -4.688, -2.806], [1.988, -5.453, -3.597], [2.861, -4.336, -4.168], [2.241, -3.056, -3.642], [2.569, -1.936, -3.899], [1.150, -3.393, -2.785], [1.482, -6.053, -4.354], [2.520, -6.143, -2.943], [2.866, -4.304, -5.256], [3.898, -4.384, -3.839]],
  "lowdin_charge": [1.182, -0.066, -0.065, -0.276, -0.006, -0.024, -0.162, -0.011, 0.018, -0.243, 0.196, -0.167, -0.121, 0.189, -0.059, 0.025, -0.011, -0.087, -0.037, -0.146, -0.138, -0.056, -0.073, -0.003, 0.042, -0.059, 0.096, 0.097, 0.098, 0.106, 0.106, 0.115, 0.127, 0.150, 0.123, 0.121, 0.088, 0.110, 0.121, 0.131, 0.082, -0.449, 1.111, -0.288, -0.399, -0.037, -0.064, -0.063, -0.012, -0.386, -0.223, 0.107, 0.108, 0.109, 0.119, 0.083, -0.394, -0.038, -0.046, -0.415, 0.104, 0.008, 0.141, 0.142, 0.135, 0.136]
}

***

{
  "formula": "C31H23Br2N3O2PS2V",
  "method": "ωB97M-V with the def2-TZVPD basis set",
  "homo_ha": [-0.2807, -0.2858],
  "homo_lumo_gap_ha": [0.27518, 0.29136],
  "multiplicity": 3,
  "e_tot_ev": -237822.1569,
  "elements": ["V", "C", "C", "C", "C", "C", "C", "Br", "C", "C", "Br", "C", "O", "C", "N", "H", "H", "H", "H", "H", "H", "O", "C", "C", "C", "C", "C", "C", "C", "N", "C", "C", "N", "H", "H", "H", "H", "H", "H", "H", "S", "P", "S", "C", "C", "C", "C", "C", "C", "C", "C", "C", "C", "C", "C", "H", "H", "H", "H", "H", "H", "H", "H", "H", "H"],
  "xyz": [[-0.010, 0.931, -0.157], [2.766, 3.758, -2.749], [3.269, 3.561, -1.351], [4.548, 4.058, -0.999], [4.985, 3.947, 0.286], [4.151, 3.341, 1.250], [4.473, 3.223, 2.624], [6.134, 3.870, 3.273], [3.604, 2.649, 3.503], [2.373, 2.148, 3.050], [1.214, 1.342, 4.294], [2.010, 2.205, 1.715], [0.867, 1.713, 1.306], [2.912, 2.834, 0.798], [2.493, 2.946, -0.489], [3.170, 4.673, -3.182], [1.681, 3.819, -2.742], [3.069, 2.926, -3.389], [5.155, 4.536, -1.756], [5.951, 4.330, 0.584], [3.851, 2.564, 4.552], [-0.403, 1.127, -1.923], [-0.923, 1.341, -3.124], [-0.125, 1.930, -4.111], [-0.618, 2.158, -5.381], [-1.918, 1.791, -5.696], [-2.704, 1.187, -4.735], [-2.241, 0.943, -3.438], [-3.097, 0.280, -2.457], [-2.763, -0.102, -1.242], [-3.883, -0.683, -0.699], [-4.907, -0.653, -1.592], [-4.400, -0.036, -2.710], [0.888, 2.183, -3.850], [0.017, 2.617, -6.128], [-2.315, 1.959, -6.689], [-3.705, 0.888, -5.019], [-3.873, -1.079, 0.304], [-5.924, -1.002, -1.542], [-4.910, 0.153, -3.550], [-1.652, 0.005, 1.723], [-0.554, -1.622, 1.395], [0.925, -1.269, 0.040], [-1.588, -2.987, 0.790], [-1.525, -3.433, -0.523], [-2.387, -4.433, -0.956], [-3.309, -4.985, -0.082], [-3.374, -4.540, 1.233], [-2.516, -3.545, 1.667], [0.192, -2.265, 2.914], [1.229, -3.191, 2.837], [1.755, -3.736, 3.996], [1.246, -3.362, 5.233], [0.215, -2.440, 5.312], [-0.313, -1.889, 4.153], [-0.817, -2.988, -1.209], [-2.336, -4.772, -1.983], [-3.981, -5.764, -0.422], [-4.092, -4.970, 1.919], [-2.572, -3.198, 2.693], [1.635, -3.474, 1.874], [2.567, -4.448, 3.935], [1.662, -3.786, 6.139], [-0.173, -2.138, 6.277], [-1.099, -1.146, 4.204]],
  "lowdin_charge": [0.757, -0.035, -0.313, -0.013, -0.028, -0.189, -0.624, 0.768, -0.173, -0.587, 0.829, -0.365, -0.323, -0.136, 0.170, 0.080, 0.068, 0.087, 0.113, 0.077, 0.094, -0.261, -0.296, -0.009, -0.081, -0.098, -0.041, -0.071, -0.276, 0.086, -0.167, -0.086, 0.098, 0.082, 0.105, 0.100, 0.099, 0.066, 0.106, 0.135, 0.367, 0.192, 0.382, -0.379, -0.103, -0.076, -0.082, -0.079, -0.092, -0.387, -0.091, -0.074, -0.078, -0.082, -0.147, 0.074, 0.105, 0.103, 0.105, 0.108, 0.095, 0.105, 0.104, 0.107, 0.072]
}

***

{
  "formula": "C31H23BrClFeN4O5S",
  "method": "ωB97M-V with the def2-TZVPD basis set",
  "homo_ha": [-0.2680, -0.2687],
  "homo_lumo_gap_ha": [0.25739, 0.18251],
  "relative_energy_kj_mol": 259.5,
  "multiplicity": 6,
  "e_tot_ev": -176506.8783,
  "elements": ["Fe", "Cl", "C", "C", "C", "C", "O", "C", "C", "N", "C", "C", "C", "C", "C", "C", "C", "C", "N", "C", "C", "H", "H", "H", "H", "H", "H", "H", "H", "H", "H", "O", "C", "Br", "O", "C", "C", "C", "C", "C", "C", "C", "O", "O", "H", "H", "H", "H", "H", "N", "C", "S", "N", "C", "C", "C", "C", "C", "C", "H", "H", "H", "H", "H", "H", "H", "H"],
  "xyz": [[-1.203, 1.827, 0.657], [-8.177, 1.435, 3.228], [-6.509, 1.810, 2.889], [-6.149, 3.145, 2.575], [-4.863, 3.456, 2.252], [-3.838, 2.457, 2.191], [-2.669, 2.769, 1.817], [-4.219, 1.119, 2.579], [-3.273, 0.081, 2.654], [-2.049, 0.201, 2.228], [-1.079, -0.722, 2.442], [-1.252, -2.087, 2.683], [-0.169, -2.878, 3.012], [1.110, -2.307, 3.180], [1.329, -0.982, 2.912], [2.587, -0.304, 3.177], [2.747, 0.964, 2.814], [1.699, 1.634, 1.977], [0.392, 1.079, 2.038], [0.249, -0.169, 2.430], [-5.568, 0.836, 2.918], [-6.910, 3.917, 2.590], [-4.579, 4.466, 1.988], [-3.610, -0.839, 3.146], [-2.238, -2.528, 2.593], [-0.312, -3.937, 3.186], [1.942, -2.919, 3.513], [3.357, -0.836, 3.725], [3.654, 1.524, 3.010], [1.651, 2.703, 2.148], [-5.847, -0.184, 3.166], [-4.084, 0.739, -0.294], [-2.956, 0.762, -0.435], [-0.517, 3.706, -0.527], [1.222, 1.849, -3.221], [2.476, 1.407, -2.889], [3.482, 1.377, -3.844], [4.748, 0.919, -3.517], [5.018, 0.487, -2.227], [4.014, 0.525, -1.275], [2.735, 0.981, -1.588], [1.715, 1.066, -0.484], [2.298, 1.562, 0.604], [0.564, 0.711, -0.600], [1.288, 2.475, -3.949], [3.273, 1.717, -4.854], [5.521, 0.899, -4.275], [6.009, 0.138, -1.962], [4.216, 0.206, -0.260], [-1.201, 0.948, -2.944], [-1.037, -0.334, -2.578], [-2.279, -1.140, -1.759], [0.132, -0.874, -2.986], [0.804, -2.091, -2.693], [0.298, -3.148, -1.940], [1.085, -4.276, -1.724], [2.365, -4.374, -2.246], [2.866, -3.324, -3.003], [2.092, -2.198, -3.227], [-2.028, 1.415, -2.631], [-0.381, 1.532, -3.031], [0.750, -0.190, -3.393], [-0.691, -3.100, -1.521], [0.677, -5.088, -1.131], [2.966, -5.259, -2.069], [3.865, -3.374, -3.421], [2.490, -1.382, -3.824]],
  "lowdin_charge": [0.397, 0.639, -0.672, -0.087, 0.007, -0.358, -0.134, -0.154, -0.064, 0.056, -0.187, -0.012, -0.052, -0.023, -0.145, -0.020, 0.003, -0.254, 0.092, -0.159, -0.075, 0.106, 0.120, 0.133, 0.113, 0.107, 0.116, 0.118, 0.117, 0.148, 0.115, 0.061, -0.258, 0.129, -0.002, -0.254, -0.018, -0.067, -0.065, 0.002, -0.043, -0.425, 0.041, 0.020, 0.140, 0.124, 0.111, 0.108, 0.125, 0.118, -0.794, 0.767, 0.083, -0.211, -0.040, -0.082, -0.101, -0.087, -0.033, 0.069, 0.041, 0.107, 0.033, 0.104, 0.100, 0.103, 0.106]
}

***

What is the formula in the second record?
C31H23Br2N3O2PS2V